Run a
Density functional theory data (the ωB97M-V functional and the def2-TZVPD basis) for 2 unconnected molecules or ions with the total composition C2H11N5.

Results
HOMO-LUMO gap (eV): 8.999
SMILES string: [H]/N=C(/C)N.NNN
Highest occupied orbital energy (eV): -8.2
Charge: 0

Each line ends with the natural charge from an NBO analysis.
Atoms and positions in Å:
1 C -1.68529 0.35408 0.31013  0.465
2 C -1.96891 -0.05543 -1.11081  -0.674
3 N 1.46009 -0.03020 -0.21992  -0.358
4 N 2.12687 -0.26250 -1.43653  -0.658
5 N 2.44347 0.00245 0.78654  -0.704
6 N -1.79671 -0.57016 1.30243  -0.817
7 N -1.34525 1.57497 0.55700  -0.748
8 H 2.85874 0.43986 -1.56406  0.323
9 H 2.62121 -1.15358 -1.40810  0.339
10 H 2.64149 -0.94717 1.10850  0.338
11 H 2.09911 0.49327 1.61477  0.346
12 H -1.25766 -0.38521 2.13858  0.381
13 H -1.71252 -1.53754 1.00416  0.383
14 H -1.24664 1.70228 1.56561  0.314
15 H 0.89467 0.83982 -0.26460  0.375
16 H -1.39242 0.56162 -1.80561  0.249
17 H -1.70529 -1.10557 -1.26474  0.212
18 H -3.03494 0.07899 -1.31336  0.234

Run b
Density functional theory data (the ωB97M-V functional and the def2-TZVPD basis) for a molecular structure, C2H11N5.

Results
HOMO-LUMO gap (eV): 8.456
Highest occupied orbital energy (eV): -7.5
Charge: 0

Each line ends with the natural charge from an NBO analysis.
Atoms and positions in Å:
1 C 0.37474 -1.84349 1.57165  -0.417
2 N 0.56726 -1.12190 0.30664  -0.636
3 H 1.42793 -1.37662 -0.17496  0.418
4 H -0.32186 -0.95488 -0.37926  0.465
5 H 0.42713 -2.91609 1.38788  0.210
6 H -0.59918 -1.58162 1.98143  0.218
7 H 1.14133 -1.56167 2.29638  0.212
8 N -0.74851 0.46577 -0.87261  -0.336
9 N -0.31548 1.16280 -2.02932  -0.707
10 N -1.97508 0.91920 -0.32655  -0.681
11 C 0.62721 0.48326 0.42178  0.280
12 N 1.75646 0.98137 0.04041  -0.915
13 H -0.10867 0.49142 -2.76433  0.343
14 H 0.59306 1.59407 -1.80879  0.356
15 H -2.00455 1.93768 -0.39622  0.331
16 H -2.73688 0.57775 -0.91144  0.342
17 H 1.88772 1.92108 0.40220  0.354
18 H 0.00735 0.82188 1.25512  0.164

run a ends up most stable, edging out the next structure by 53.2 kcal/mol.